Model A:
C2H4NO2P in the gas phase, computed with ωB97M-V with the def2-TZVPD basis set.

HOMO (alpha / beta) = -8.92 / -8.90 eV

Element x y z (Å)
1 C -0.398 0.279 -1.317
2 C 0.379 0.734 -0.117
3 N 0.510 -1.256 2.159
4 O 0.515 -2.099 3.015
5 O -1.672 -0.141 -0.969
6 P -0.433 -0.696 0.973
7 H -0.544 1.286 -2.069
8 H 0.143 -0.458 -1.809
9 H 1.532 0.705 -0.125
10 H -0.031 1.645 0.260

Here is what Mulliken gives for the atomic charges, in e:
1. C -0.33
2. C -0.51
3. N 0.21
4. O -0.38
5. O -0.61
6. P 0.42
7. H 0.24
8. H 0.33
9. H 0.33
10. H 0.30

---

Model B:
2 unconnected molecules or ions with the total composition C2H4NO2P, computed with ωB97M-V with the def2-TZVPD basis set.

HOMO = -9.29 eV

Element x y z (Å)
1 N -2.359 -0.371 0.897
2 C -2.091 0.556 0.160
3 O -1.751 1.460 -0.495
4 H -2.101 -1.293 0.774
5 C 1.151 -0.822 0.157
6 P 1.556 0.723 0.704
7 O 1.688 1.550 -0.696
8 H 1.133 -1.757 0.822
9 H 1.170 -1.124 -0.852
10 H 1.604 1.079 -1.471

Here is what Mulliken gives for the atomic charges, in e:
1. N -0.51
2. C 0.63
3. O -0.40
4. H 0.29
5. C -0.64
6. P 0.22
7. O -0.44
8. H 0.29
9. H 0.26
10. H 0.31

---

Model C:
C2H4NO2P in the gas phase, computed with ωB97M-V with the def2-TZVPD basis set.

HOMO = -10.41 eV

Element x y z (Å)
1 H -1.827 0.393 0.141
2 N -1.819 -0.432 0.760
3 C -0.643 -0.914 0.699
4 C 0.489 -0.211 -0.103
5 O -0.217 -1.826 1.485
6 P -0.981 -3.102 2.170
7 O 0.093 -3.719 2.947
8 H 1.415 -0.838 -0.201
9 H 0.094 -0.049 -1.112
10 H 0.733 0.599 0.507

Here is what Mulliken gives for the atomic charges, in e:
1. H 0.24
2. N -0.69
3. C 0.80
4. C -1.14
5. O -0.16
6. P 0.37
7. O -0.42
8. H 0.29
9. H 0.38
10. H 0.33

---

Which one is the most stable? From the structures above, model C.